Formula: C28H71N7OP
Source: the Open Molecules 2025 dataset
Level of theory: ωB97M-V/def2-TZVPD

Results
HOMO level   -8.979 eV
Charge   +1
Gap between HOMO and LUMO   4.458 eV

Element x y z (Å)
C  -1.000  5.436  -11.534
P  -1.818  4.891  -9.934
O  -3.480  5.306  -10.059
N  -1.259  5.859  -8.569
C  0.126  6.409  -8.603
C  0.190  6.907  -7.081
N  -0.899  6.115  -6.377
C  -1.230  5.113  -7.316
N  -1.429  3.799  -7.162
H  -0.787  6.537  -11.536
H  -1.710  5.179  -12.377
H  -0.079  4.802  -11.684
H  -3.854  4.883  -10.851
H  0.406  7.167  -9.372
H  0.772  5.479  -8.566
H  -0.212  7.950  -7.162
H  1.136  6.721  -6.519
H  -0.661  5.817  -5.425
H  -0.625  3.262  -6.826
H  -2.305  3.338  -7.392
C  -2.565  4.079  -2.405
C  -1.307  3.256  -2.165
N  -0.089  4.049  -2.071
C  1.126  3.238  -2.083
C  1.356  2.285  -0.912
C  -0.103  5.130  -1.089
C  -0.353  4.759  0.374
H  -2.473  4.678  -3.316
H  -3.424  3.415  -2.525
H  -2.788  4.746  -1.571
H  -1.208  2.563  -3.006
H  -1.462  2.635  -1.272
H  1.996  3.897  -2.179
H  1.123  2.644  -3.005
H  1.690  2.818  -0.021
H  2.147  1.574  -1.165
H  0.467  1.706  -0.659
H  -0.865  5.856  -1.390
H  0.836  5.688  -1.156
H  -1.146  4.017  0.490
H  -0.658  5.648  0.932
H  0.549  4.380  0.854
C  3.416  0.803  6.141
C  2.017  1.283  5.782
N  1.985  2.292  4.732
C  0.674  2.911  4.570
C  -0.477  2.023  4.099
C  2.662  1.941  3.490
C  2.182  0.693  2.746
H  4.050  1.637  6.451
H  3.361  0.096  6.972
H  3.901  0.286  5.310
H  1.580  1.711  6.688
H  1.402  0.408  5.526
H  0.762  3.765  3.891
H  0.390  3.348  5.533
H  -0.414  1.816  3.029
H  -1.430  2.535  4.263
H  -0.523  1.073  4.635
H  3.728  1.819  3.703
H  2.624  2.796  2.806
H  1.981  -0.146  3.417
H  2.951  0.365  2.040
H  1.283  0.893  2.162
C  -1.981  -1.912  2.019
C  -2.371  -3.125  2.852
N  -1.298  -3.637  3.693
C  -1.607  -4.929  4.295
C  -2.761  -4.993  5.297
C  -0.671  -2.672  4.587
C  -1.562  -1.965  5.610
H  -1.121  -2.133  1.380
H  -2.814  -1.625  1.373
H  -1.740  -1.046  2.639
H  -2.672  -3.913  2.155
H  -3.265  -2.874  3.439
H  -0.705  -5.328  4.770
H  -1.829  -5.631  3.483
H  -2.475  -4.582  6.266
H  -3.042  -6.035  5.470
H  -3.651  -4.469  4.946
H  -0.182  -1.906  3.976
H  0.156  -3.157  5.116
H  -2.519  -1.650  5.189
H  -1.057  -1.066  5.976
H  -1.756  -2.592  6.480
C  1.884  -9.577  0.675
C  1.880  -8.208  1.342
N  2.086  -7.098  0.423
C  2.321  -5.827  1.101
C  1.183  -5.248  1.942
C  1.178  -7.034  -0.715
C  -0.321  -6.931  -0.425
H  2.819  -9.749  0.137
H  1.785  -10.356  1.434
H  1.052  -9.697  -0.022
H  2.690  -8.205  2.077
H  0.946  -8.099  1.911
H  2.631  -5.080  0.363
H  3.192  -5.953  1.754
H  0.409  -4.800  1.317
H  1.566  -4.449  2.583
H  0.719  -5.991  2.591
H  1.342  -7.921  -1.335
H  1.470  -6.201  -1.362
H  -0.639  -7.591  0.385
H  -0.890  -7.215  -1.315
H  -0.615  -5.911  -0.176

Atoms 1-6, force components in eV/Å:
C -0.11 0.67 0.30
P -1.32 -1.86 -0.77
O 1.95 0.42 0.04
N -0.49 -1.53 -0.35
C 0.83 -1.30 2.77
C -1.31 1.64 -0.86


Formula: C7H13PSi
Source: the Open Molecules 2025 dataset
Level of theory: ωB97M-V/def2-TZVPD

Results
HOMO level   -6.914 eV
ΔE to the lowest compared entry with this formula, charge and spin   2.728 eV
Gap between HOMO and LUMO   6.373 eV

Element x y z (Å)
C  1.404  -0.968  1.686
C  1.201  -1.478  0.347
C  1.162  0.340  1.796
C  0.939  -0.538  -0.606
C  2.780  1.537  -0.095
C  -2.887  -1.121  0.171
C  -2.080  0.945  -1.685
Si  -1.590  0.478  0.135
P  0.886  1.116  0.167
H  1.752  -1.554  2.466
H  1.355  -2.640  0.255
H  1.220  0.758  2.788
H  0.735  -0.544  -1.676
H  3.264  0.607  0.111
H  2.866  1.962  -1.089
H  3.042  2.279  0.585
H  -3.035  -1.666  -0.713
H  -2.644  -1.840  1.013
H  -3.943  -0.913  0.290
H  -1.456  1.720  -2.153
H  -1.974  0.103  -2.240
H  -2.995  1.417  -1.553

Atoms 1-6, force components in eV/Å:
C -0.71 1.05 -1.70
C 0.57 -2.44 -0.82
C 0.19 0.20 0.26
C -0.48 0.21 0.71
C -2.07 -0.95 -0.78
C 1.09 0.36 1.88


> Among the records above, which one has the highest gap between HOMO and LUMO?

C7H13PSi